{"formula": "C35H39FN4O9S3Ti", "method": "ωB97M-V with the def2-TZVPD basis set", "charge": -2, "e_homo_ev": [-0.8, -2.6], "multiplicity": 3, "de_lowest_kcal_mol": 79.1, "s2": 2.046, "e_lumo_ha": [0.142, 0.141], "homo_lumo_gap_ev": [4.624, 6.412], "max_force_ev_per_a": 2.71, "elements": ["Ti", "S", "S", "S", "F", "O", "O", "O", "O", "O", "O", "O", "O", "O", "N", "N", "N", "N", "C", "C", "C", "C", "C", "C", "C", "C", "C", "C", "C", "C", "C", "C", "C", "C", "C", "C", "C", "C", "C", "C", "C", "C", "C", "C", "C", "C", "C", "C", "C", "C", "C", "C", "C", "H", "H", "H", "H", "H", "H", "H", "H", "H", "H", "H", "H", "H", "H", "H", "H", "H", "H", "H", "H", "H", "H", "H", "H", "H", "H", "H", "H", "H", "H", "H", "H", "H", "H", "H", "H", "H", "H", "H"], "xyz": [[0.703, 0.075, 0.530], [3.149, -2.572, 2.787], [4.424, 1.219, 2.263], [3.230, 0.455, -0.356], [-4.573, 4.127, 1.500], [0.781, -0.057, -3.409], [4.800, 2.566, 0.137], [3.089, -2.253, 4.227], [-0.640, 5.609, 4.092], [-0.923, 0.971, 0.246], [1.336, -0.871, 1.949], [-1.195, 3.899, 5.458], [0.731, -0.392, -1.217], [-0.256, -0.921, 3.528], [-0.922, -1.755, 0.790], [1.946, -3.274, -1.245], [-1.844, 3.110, -3.201], [1.164, 1.661, 1.635], [-1.293, 3.636, -5.566], [-1.163, 1.670, -0.840], [-0.382, -3.279, -2.047], [-0.542, 1.406, -2.099], [1.996, -4.958, 1.703], [1.187, 2.982, 1.428], [-0.695, 4.416, 4.444], [0.827, -3.844, 3.474], [4.165, 1.478, 0.655], [1.058, -3.729, -2.309], [0.519, -0.281, 2.818], [-1.203, -6.878, 2.441], [4.578, -3.752, 2.649], [-2.749, 5.136, -4.184], [0.620, 3.877, 2.301], [0.409, 0.268, -2.291], [1.916, -3.919, 2.617], [-2.175, 2.686, -0.824], [-4.212, 4.604, -0.761], [-3.873, 3.896, 0.367], [-1.770, -2.700, 0.045], [-3.894, 5.153, -3.185], [-2.867, 2.954, 0.368], [0.543, 1.193, 2.751], [-0.028, 3.412, 3.451], [-2.329, 3.691, -4.447], [-0.905, 2.105, -3.214], [-0.177, -4.798, 3.417], [-0.099, -5.855, 2.514], [-2.521, 3.398, -2.005], [4.751, 2.869, -1.250], [-0.953, -3.763, -0.699], [-3.523, 4.360, -1.959], [1.002, -5.925, 1.670], [-0.068, 2.049, 3.665], [-2.380, -2.134, -0.666], [-1.572, -4.651, -0.854], [-4.995, 5.349, -0.725], [-0.339, -2.284, 1.435], [-1.147, 2.623, -5.936], [-4.789, 4.726, -3.652], [-1.034, -4.717, 4.075], [-2.449, -3.208, 0.746], [-1.031, -7.579, 1.624], [5.775, 2.893, -1.630], [5.448, -3.183, 2.970], [-0.375, -2.193, -2.052], [-4.139, 6.178, -2.897], [4.176, 2.117, -1.788], [1.106, -4.827, -2.343], [-0.431, 1.857, -4.148], [-1.514, -1.162, 1.366], [0.765, -3.012, 4.160], [-1.269, -7.445, 3.371], [-1.014, -3.615, -2.873], [-3.047, 5.613, -5.120], [-0.337, 4.025, -5.216], [-1.891, 5.677, -3.775], [1.072, -6.739, 0.956], [4.685, -4.036, 1.603], [1.692, 3.301, 0.520], [-2.593, 2.426, 1.269], [-0.554, 1.650, 4.544], [1.355, -3.353, -3.298], [0.661, 4.944, 2.134], [-0.122, -4.041, -0.054], [2.811, -5.009, 0.998], [4.429, -4.622, 3.284], [4.297, 3.855, -1.382], [-2.164, -6.386, 2.281], [-3.221, 3.129, -4.771], [2.904, -3.251, -1.572], [-1.633, 4.251, -6.399], [1.715, -2.318, -1.002]], "forces_ev_per_a": [[0.738, 0.014, -1.169], [0.784, -1.732, -0.233], [0.019, 0.053, 0.138], [0.041, 0.165, -0.416], [0.068, -0.013, 0.046], [0.088, 0.004, 0.149], [-0.071, 0.011, -0.098], [-0.095, 0.490, 0.496], [0.051, 0.028, -0.070], [-1.597, 0.628, -0.214], [0.280, -0.500, 2.097], [-0.008, -0.068, 0.004], [-0.059, -0.739, -2.604], [0.152, 0.418, 0.171], [0.206, -0.232, -0.029], [0.131, -0.097, 0.109], [0.353, -0.059, -0.051], [-0.064, 1.046, 1.840], [-0.075, -0.094, 0.119], [-0.163, 0.406, -0.625], [0.186, -0.143, 0.254], [-0.205, 0.001, 0.223], [0.005, 0.066, -0.008], [0.256, -0.015, -0.236], [0.071, -0.082, -0.024], [-0.019, 0.137, 0.103], [0.328, -0.203, 0.258], [-0.204, -0.134, -0.080], [-0.385, -1.121, 1.080], [0.086, 0.054, 0.045], [-0.319, 0.534, -0.080], [-0.202, -0.148, 0.093], [-0.055, -0.028, 0.193], [-0.153, -0.030, -0.876], [-0.032, 0.267, -0.098], [0.120, -0.226, 0.214], [0.018, 0.022, 0.010], [-0.018, -0.042, -0.160], [-0.054, -0.072, -0.124], [0.130, -0.013, -0.032], [-0.038, 0.044, 0.078], [0.338, 0.974, -0.272], [-0.054, 0.188, -0.031], [0.065, 0.207, -0.160], [0.079, -0.171, 0.074], [0.126, -0.075, -0.122], [-0.049, 0.008, -0.007], [-0.317, 0.223, 0.221], [-0.056, -0.099, -0.085], [0.095, 0.399, -0.122], [-0.028, -0.087, -0.020], [-0.016, -0.037, -0.029], [-0.053, -0.364, 0.061], [-0.023, -0.003, 0.053], [0.019, -0.014, 0.081], [-0.017, 0.016, 0.038], [-0.180, -0.026, 0.136], [0.078, 0.000, -0.027], [-0.018, 0.055, -0.009], [-0.011, 0.043, 0.018], [-0.027, 0.054, -0.101], [-0.033, -0.011, -0.009], [-0.003, 0.015, 0.057], [0.035, 0.040, -0.030], [-0.080, 0.081, -0.094], [-0.021, -0.003, 0.007], [-0.006, 0.092, -0.056], [-0.045, 0.034, -0.072], [-0.019, 0.003, -0.026], [-0.026, -0.125, 0.065], [-0.018, 0.018, 0.054], [-0.046, -0.029, -0.002], [-0.022, 0.057, -0.016], [0.052, -0.029, -0.024], [0.047, 0.003, -0.011], [0.038, 0.029, -0.047], [0.000, 0.018, -0.032], [0.084, -0.035, -0.026], [-0.043, -0.022, 0.022], [-0.013, -0.003, 0.019], [-0.038, 0.029, -0.011], [-0.042, -0.003, 0.024], [-0.017, 0.007, -0.031], [0.071, -0.190, 0.111], [0.039, -0.021, -0.084], [-0.080, 0.041, 0.048], [-0.005, -0.036, 0.055], [-0.035, -0.056, -0.013], [-0.010, 0.043, 0.003], [-0.020, 0.020, 0.045], [-0.050, 0.005, -0.004], [0.060, 0.141, -0.112]]}